# 1
Entry from the Open Molecules 2025 dataset: a cluster of 10 separate species, C38H81ClF2N21O12S2Si in total at a distorted geometry (wB97M-V/def2-TZVPD).

XYZ file:
```
158
C38H81ClF2N21O12S2Si, DFT wB97M-V/def2-TZVPD
Cl -4.120 2.696 1.324
H -3.812 0.667 -4.595
C 6.147 3.570 -4.144
H 5.064 -6.724 -1.743
H 7.460 4.603 -5.293
H -0.816 6.280 3.926
H 6.870 3.174 -6.068
H -0.101 2.102 1.194
H -2.832 -7.806 -5.956
H 0.441 4.702 -2.324
N 5.377 2.445 -4.165
C -1.230 -0.897 1.374
C -2.763 -5.912 -6.835
F -0.191 -1.837 1.252
H -3.553 -4.297 1.221
H -8.509 -1.412 -4.558
C 1.709 0.908 0.919
F -2.400 -1.694 1.314
N -8.172 -0.657 -3.989
C -3.684 0.991 1.894
H 7.210 -3.938 -2.052
H 4.986 -5.755 3.545
H -1.564 6.051 -1.491
O -3.204 -4.771 -6.820
H 4.489 -1.620 5.030
N 9.580 -5.638 -0.843
H 4.579 0.934 4.784
N -1.821 -6.321 -7.725
C 0.719 1.702 1.864
N 2.726 -5.035 2.695
C 3.687 0.335 4.498
H -1.953 -1.819 -1.278
N 2.589 -1.951 4.253
C -5.931 -2.985 -8.108
H -8.375 -0.659 -3.005
H 1.592 -0.201 0.913
H -6.664 1.092 -6.202
H -1.632 2.986 2.367
H -3.317 -0.690 -0.766
H 10.127 -6.225 -0.241
H 1.247 4.659 4.249
O 0.859 7.444 5.847
C -3.142 2.846 -1.945
O 5.905 -4.232 0.046
C -0.002 2.930 4.753
H -0.749 3.167 5.571
C 3.929 9.658 6.598
N 6.880 3.783 -5.272
N -3.179 -6.865 -5.962
S 0.067 6.041 6.198
S 3.506 1.830 -1.063
C 1.375 0.097 3.628
H -5.594 -2.390 -6.208
H -5.841 -3.723 -9.994
H 4.821 2.257 -3.347
H 2.566 8.190 6.888
H -4.140 2.364 -1.815
C 0.088 0.857 3.061
H -2.582 2.789 3.973
C 1.731 1.551 -0.547
C -5.606 1.686 3.567
H 0.353 0.043 -3.401
H 5.213 -7.022 2.389
H 5.546 10.881 6.574
H -5.773 0.236 1.954
H 4.536 -6.296 -0.146
C -1.814 2.375 3.277
C -1.206 -0.051 2.677
N -1.590 -1.038 3.763
H 1.304 0.874 -1.321
C -5.413 -4.118 0.274
C -3.753 -0.079 -3.761
H 5.337 1.810 -4.939
C 5.877 -4.980 -0.922
H -4.356 -3.910 -9.124
H 4.049 7.902 7.734
H 2.430 2.117 3.875
C -0.555 4.205 -2.217
C -7.445 0.388 -4.471
H 8.653 -5.933 -1.103
H 0.138 4.286 2.895
N -0.608 1.795 3.998
C -2.244 -0.748 -1.077
H -4.590 0.169 -3.043
C -1.700 4.977 -1.741
O 1.073 5.112 6.701
C -0.597 -0.494 -3.691
H -1.447 -7.252 -7.754
H -2.932 0.685 3.848
O -7.044 1.297 -3.758
N 11.268 -4.090 -0.957
H -0.235 -0.271 -0.477
O 6.176 4.326 -3.189
C -1.244 -0.101 -0.008
C -2.991 4.274 -1.632
Si -2.137 0.171 -2.781
C -0.743 5.432 4.653
N 5.102 -6.098 -0.960
C 1.461 -1.345 3.763
N -4.147 -3.754 0.622
C 3.453 -6.049 2.157
H -6.194 1.287 4.446
C -0.713 2.795 -2.535
H -3.848 4.886 -1.260
H 1.287 2.605 2.204
O 3.061 -6.704 1.199
N -5.166 -2.834 -7.001
N 4.646 -6.280 2.761
O 3.231 10.339 5.864
H -1.097 1.275 4.749
H -0.730 -0.447 -4.806
N 5.194 10.016 6.948
H 2.748 1.105 1.311
H 3.027 -4.485 3.479
H 0.177 2.214 -2.871
C 2.507 1.011 3.978
H -3.837 -1.139 -4.112
H 6.611 -5.358 -2.845
O -0.931 6.237 7.248
C 0.199 4.314 4.007
H 11.849 -4.646 -0.358
C -1.976 2.048 -2.402
H -1.489 -5.642 -8.387
H -1.507 0.980 0.094
O -6.113 -3.437 -0.456
H -4.209 -3.140 -6.935
H 1.270 2.566 -0.504
H -6.348 2.279 2.970
H -3.665 0.377 0.971
H 11.621 -3.216 -1.304
H -4.723 -0.370 3.382
C 3.585 -1.114 4.595
N -5.307 -3.592 -9.153
H 4.004 0.587 -1.416
N 6.620 -4.757 -2.042
H -0.454 -1.570 -3.386
H -1.756 5.004 4.875
C 10.012 -4.448 -1.338
H 1.837 -4.835 2.272
N -7.199 0.339 -5.806
H 0.255 8.149 6.182
C -2.470 0.965 2.857
O 9.324 -3.752 -2.069
H -5.277 -5.874 1.406
H 5.783 9.471 7.549
H -1.411 -2.001 3.482
N -5.836 -5.300 0.804
H 0.628 -2.029 3.514
H -1.049 -0.870 4.616
H -3.876 -6.597 -5.289
H -6.766 -5.600 0.568
H -4.806 2.345 4.012
H -7.520 -0.401 -6.408
C -4.981 0.489 2.712
O -7.095 -2.606 -8.164
N 3.497 8.481 7.129
H 0.931 2.711 5.334
H -3.802 -2.888 0.250
```

Summary:
E_HOMO in eV: -10.60
Energy relative to the best compared isomer or geometry (same formula, charge and spin) in eV: 3.643
Energy in hartree: -5295.1028
LUMO level in eV: -2.6
Multiplicity: 1
Net charge: +1
Orbital gap in eV: 8.0

***

# 2
Entry from the Open Molecules 2025 dataset: a cluster of 4 separate species, C38H84N11O3P3Si in total at a distorted geometry (wB97M-V/def2-TZVPD).

XYZ file:
```
140
C38H84N11O3P3Si, DFT wB97M-V/def2-TZVPD
H 7.242 -3.044 -6.583
H -2.646 -0.283 8.997
H 6.269 3.188 -12.910
H -1.265 1.796 2.610
H -0.484 -4.416 -2.437
H -2.345 6.035 1.516
H -3.648 2.578 0.981
C -1.764 2.491 3.298
O -4.259 -1.231 7.308
C 6.214 -5.001 -5.761
C -1.454 -3.184 5.310
H -0.142 -6.863 0.591
H -5.914 0.434 10.711
H -2.950 1.068 1.574
H 1.451 -4.526 -2.427
H -7.697 -2.654 10.804
N -6.137 0.131 7.519
H 3.168 -3.997 1.522
H 6.611 1.093 -8.378
N 6.999 3.188 -8.521
H -2.366 4.730 6.720
C -0.224 -5.894 -0.101
H 8.038 2.962 -6.681
H -4.459 4.188 7.354
H -5.950 -2.668 10.671
C 0.361 -6.350 -1.572
H -1.746 4.604 5.107
H -8.535 -0.456 8.156
H -2.892 -2.040 9.165
H -4.533 2.582 6.614
H 3.152 -5.277 0.034
N -4.594 -0.854 9.635
C -2.281 -2.962 3.880
C 6.141 -3.472 -6.414
N 5.475 5.087 -8.614
C -2.916 5.121 1.724
H -1.227 3.435 3.203
H -4.448 1.216 10.066
C 0.051 -3.865 5.345
P 5.458 3.542 -9.337
H 8.077 4.103 -11.924
C 5.306 -2.491 -5.375
C 0.460 -5.112 -2.642
C 1.347 -3.747 -6.126
H 6.557 6.560 -9.647
H 4.420 6.369 -7.263
C 3.699 -2.323 -5.805
H -2.080 3.128 6.049
H -0.402 -7.164 -1.986
N 6.629 0.150 -5.366
N -6.936 -1.350 9.282
H -3.815 5.123 1.097
H -5.912 -0.503 5.514
H -7.238 1.201 9.002
N -3.811 4.110 5.321
H 3.261 -1.393 -5.213
C 5.608 3.435 -12.071
C 7.362 1.773 -8.799
H -4.611 1.474 1.965
H -4.382 0.156 11.470
H 5.061 4.345 -12.331
H 1.276 -4.468 -7.046
H -2.694 -1.050 10.591
C -4.853 0.294 10.491
H 7.431 1.565 -9.870
H 6.281 2.699 -6.569
H 3.500 5.001 -7.861
H -2.037 -2.807 6.279
H 1.397 -6.893 -1.485
H -2.269 4.311 1.389
Si 0.785 -4.509 0.776
C 7.061 3.299 -7.052
C -4.670 3.651 6.423
C 2.845 -3.708 -5.451
H 2.723 -5.808 1.877
H 0.579 -3.989 6.382
C -8.271 -1.386 8.658
H 4.760 4.747 -6.651
C 0.150 -4.158 -5.085
C 0.855 -4.338 3.962
H -3.358 -2.491 3.815
H 8.342 1.523 -8.374
N -3.254 5.038 3.157
C 6.064 -1.016 -5.336
H -4.177 6.436 4.510
H -5.690 1.922 8.520
H 6.326 6.930 -7.967
C 4.505 5.315 -7.548
C -1.486 -3.430 2.508
O 4.117 3.850 -10.048
C 0.742 -2.791 -0.176
H 1.524 -2.816 -1.061
C -6.644 0.006 6.156
H -0.342 -6.361 -4.512
N 6.357 3.604 -10.816
H -2.037 -3.252 1.467
H 4.898 2.603 -11.997
H 0.070 -3.262 -4.301
C -3.139 -1.060 9.590
H -5.727 3.839 6.204
H 3.690 -2.077 -6.963
H 5.413 -2.934 -4.273
C -3.935 6.327 3.449
H -3.297 7.182 3.191
O -5.217 2.557 4.189
H -1.387 -5.679 -0.185
C 6.512 6.098 -8.659
H 0.885 -1.877 0.550
H 8.186 4.550 -10.254
H -8.355 -2.203 7.931
H 2.850 -3.848 -4.281
H -6.846 0.973 5.683
H -7.077 2.043 7.484
H 6.972 4.324 -6.695
H -0.886 -4.202 -5.633
C -6.556 1.359 8.166
H -9.049 -1.520 9.421
H 1.954 -4.802 3.981
P -4.304 3.711 3.709
C -3.608 1.903 1.837
H -6.913 -3.480 9.432
H -1.581 2.080 4.293
H 7.503 5.719 -8.403
C -2.440 4.131 5.806
H -4.873 6.403 2.886
P -5.504 -1.286 8.226
H 3.462 -4.584 -5.976
H -0.319 -2.689 -0.690
H 5.585 -3.449 -7.462
N 5.981 -6.220 -5.390
C -6.871 -2.600 10.085
N -3.187 2.605 3.046
C 7.482 4.485 -11.087
C 0.048 -4.096 2.550
H 7.153 5.491 -11.360
C 2.646 -4.961 1.069
H 1.556 -5.977 -4.462
C 0.472 -5.554 -4.221
H 1.121 -2.633 -6.494
H -7.565 -0.578 6.128
```

Summary:
E_HOMO in eV: -7.70
SMILES: C[Si](C)(CCCCCCCC[C@H](C#N)CC#N)c1ccccc1.CN(C)P(=O)(N(C)C)N(C)C.CN(C)P(=O)(N(C)C)N(C)C.CN(C)P(=O)(N(C)C)N(C)C
Energy in hartree: -3639.0068
LUMO level in eV: -0.9
Multiplicity: 1
Orbital gap in eV: 6.8

***

# 3
Entry from the Open Molecules 2025 dataset: a cluster of 6 separate species, C38H86ClN6O6P in total at a distorted geometry (wB97M-V/def2-TZVPD).

XYZ file:
```
138
C38H86ClN6O6P, DFT wB97M-V/def2-TZVPD
H 8.757 4.499 -16.714
C 12.128 -9.367 -15.052
C 9.529 -7.679 -13.904
C 5.801 -5.100 -18.603
C 13.137 0.331 -12.638
H 11.885 -9.342 -13.990
H 6.630 -5.578 -19.126
H 15.993 -2.609 -18.317
H 14.766 -0.860 -7.751
H 14.068 -3.079 -16.747
H 7.777 0.107 -18.976
C 9.120 -7.031 -16.258
H 10.062 4.588 -14.445
H 8.972 -6.789 -13.610
H 7.424 1.279 -23.837
C 11.376 -4.625 -20.814
H 15.862 -6.424 -17.584
C 8.785 1.710 -15.089
N 10.245 -7.490 -15.268
H 10.817 -1.800 -20.808
C 10.107 -2.502 -20.371
C 11.882 2.026 -20.432
N 12.938 -0.040 -11.160
C 7.486 -3.129 -18.196
C 10.138 -3.792 -21.278
H 9.968 -1.573 -23.107
H 11.205 3.697 -15.575
N 15.364 -6.159 -14.321
H 9.234 1.623 -20.646
H 12.815 1.783 -20.940
C 16.058 -3.433 -17.607
H 9.407 -7.008 -17.310
C 8.504 3.514 -16.350
H 16.622 -4.236 -18.082
H 6.703 -4.526 -16.780
C 11.268 -5.338 -19.433
H 9.086 -0.561 -18.295
O 11.566 -2.251 -16.970
H 8.855 1.653 -24.762
C 9.593 1.068 -19.779
C 15.537 -6.379 -12.888
H 8.428 -3.677 -18.167
C 9.179 -0.821 -23.077
H 8.267 -7.677 -16.051
C 11.219 -6.327 -14.972
C 11.062 0.742 -20.111
H 9.598 1.806 -18.978
C 8.784 -0.187 -19.273
H 12.538 1.007 -9.391
H 11.583 -5.368 -21.585
H 11.444 -8.409 -16.856
H 9.353 -0.627 -25.255
C 6.635 0.481 -15.823
P 8.499 -1.634 -20.404
H 14.598 -6.748 -12.477
H 9.686 0.124 -22.882
H 5.273 -5.871 -18.042
C 14.131 -1.744 -9.390
H 12.176 -10.449 -15.180
H 10.277 -5.778 -19.324
H 15.003 -0.251 -10.700
C 7.510 2.637 -16.727
H 13.694 1.794 -10.508
C 10.435 3.629 -14.807
H 7.403 -1.864 -22.550
H 11.320 -4.559 -18.673
H 12.887 -0.533 -13.254
H 6.732 2.731 -17.470
O 9.872 -2.862 -15.509
H 6.182 -1.229 -14.630
H 16.598 -3.021 -16.755
C 6.701 -0.281 -14.490
H 12.202 2.483 -19.496
H 11.547 0.123 -19.357
Cl 11.117 -2.177 -15.661
O 13.305 -8.645 -15.270
H 12.544 1.175 -12.989
H 5.146 -4.645 -19.345
H 13.764 -8.578 -14.430
H 5.593 0.777 -15.948
O 12.163 -2.861 -14.882
H 6.152 0.223 -13.694
H 7.480 0.917 -25.528
H 10.470 -2.651 -19.354
H 11.086 0.224 -21.070
H 14.161 0.652 -12.827
C 12.717 1.319 -10.420
H 12.248 -3.976 -20.892
H 6.802 -0.190 -16.666
C 6.384 -4.022 -17.693
H 10.265 -9.435 -16.209
H 15.082 -2.275 -9.381
H 12.102 -5.986 -19.165
H 8.881 -8.541 -14.062
C 11.021 -8.714 -15.899
H 7.691 -0.703 -14.318
H 16.350 -7.104 -12.850
H 11.822 -1.873 -11.242
N 7.602 1.543 -15.838
C 11.712 -0.840 -10.911
H 15.771 -5.438 -12.391
H 10.201 -3.539 -22.336
H 16.382 -7.876 -15.127
H 9.223 -4.380 -21.215
C 8.081 0.899 -24.619
C 8.604 -0.512 -24.471
H 14.420 -1.632 -11.536
H 11.560 -0.901 -9.834
C 14.172 -0.957 -10.717
H 13.245 -2.377 -9.449
H 8.832 -6.016 -15.983
H 12.001 2.003 -10.875
O 10.883 -0.824 -15.239
C 15.867 -6.956 -15.357
C 8.061 -1.125 -22.092
H 10.277 -7.947 -13.158
H 7.629 -2.292 -17.513
H 14.463 -4.173 -14.292
H 11.316 2.824 -20.913
H 10.728 -5.446 -14.557
H 10.838 3.054 -13.974
O 14.007 -0.815 -8.337
H 12.037 -6.702 -14.357
H 7.403 -0.271 -21.932
C 7.183 -2.634 -19.668
C 14.716 -3.861 -17.143
N 14.989 -5.031 -16.213
N 9.253 2.951 -15.366
C 14.861 -5.014 -14.841
H 10.919 -0.380 -11.501
H 5.625 -3.391 -17.230
H 7.160 -3.432 -20.410
H 7.815 -1.242 -24.651
H 9.192 0.932 -14.461
H 11.612 -6.047 -15.949
C 15.589 -6.288 -16.548
H 6.357 -1.923 -19.671
H 13.981 -4.239 -17.854
```

Summary:
E_HOMO (alpha / beta) in eV: -8.53 / -12.85
Energy relative to the best compared isomer or geometry (same formula, charge and spin) in eV: 0.000
Energy in hartree: -3079.6930
LUMO level (alpha / beta) in eV: -6.2 / -6.2
Multiplicity: 2
Net charge: +3
Orbital gap (alpha / beta) in eV: 2.3 / 6.6